{
  "formula": "C34H63GaN7O3",
  "method": "ωB97M-V/def2-TZVPD",
  "e_homo_ha": -0.1297,
  "spin_multiplicity": 1,
  "homo_lumo_gap_ev": 5.097,
  "charge": -1,
  "total_energy_ev": -105224.965,
  "species": ["C", "C", "O", "C", "C", "O", "C", "Ga", "C", "C", "O", "N", "C", "C", "C", "H", "H", "H", "H", "H", "H", "H", "H", "H", "H", "H", "H", "H", "H", "H", "H", "H", "H", "H", "H", "H", "C", "C", "C", "C", "N", "H", "H", "H", "H", "H", "H", "H", "C", "C", "C", "C", "N", "H", "H", "H", "H", "H", "H", "H", "C", "C", "C", "C", "N", "H", "H", "H", "H", "H", "H", "H", "C", "C", "C", "C", "N", "H", "H", "H", "H", "H", "H", "H", "C", "C", "C", "C", "N", "H", "H", "H", "H", "H", "H", "H", "C", "C", "C", "C", "N", "H", "H", "H", "H", "H", "H", "H"],
  "xyz": [[5.33479, 5.16468, 1.38082], [4.94159, 3.62637, 1.12328], [5.04263, 3.42268, -0.29660], [3.87306, 2.77932, -0.83392], [2.55354, 3.67578, -0.79891], [1.76041, 3.57658, -1.98334], [0.81604, 4.70121, -1.98393], [-0.69779, 4.50077, -0.55882], [-0.68821, 5.98079, 0.88350], [0.35007, 7.14429, 0.57619], [0.35979, 7.79305, -0.49191], [-0.66545, 2.68260, 0.12372], [-0.69285, 2.61621, 1.41652], [-1.99367, 1.95657, 2.08983], [0.45292, 3.07221, 2.41867], [6.28628, 5.33534, 0.77246], [5.47090, 5.38966, 2.47979], [4.53265, 5.78496, 0.87890], [3.90109, 3.42031, 1.53507], [5.64127, 2.92922, 1.70381], [3.66681, 1.79076, -0.31583], [4.09026, 2.57530, -1.93340], [2.79317, 4.76015, -0.50883], [1.91073, 3.27023, 0.05438], [1.36282, 5.69551, -1.90638], [0.33421, 4.68585, -3.02213], [-2.07999, 4.67481, -1.39543], [-0.55239, 5.62977, 1.95063], [-1.70893, 6.49993, 0.84925], [1.10169, 7.43489, 1.38980], [-1.79343, 0.82679, 2.08563], [-2.93136, 2.10525, 1.48295], [-2.06840, 2.28646, 3.16906], [1.12366, 3.89355, 2.01782], [1.06182, 2.17111, 2.73487], [-0.03594, 3.48011, 3.36512], [-4.48162, -1.70365, 0.85073], [-3.91750, -3.11476, 0.92635], [-4.07140, -3.73291, 2.31472], [-3.33622, -2.91171, 3.32731], [-2.76348, -2.27240, 4.11662], [-3.95216, -1.01896, 1.51787], [-4.38233, -1.30892, -0.16193], [-5.54285, -1.69182, 1.11791], [-2.86376, -3.09296, 0.64250], [-4.43310, -3.74524, 0.19632], [-3.66955, -4.74910, 2.32159], [-5.12673, -3.78415, 2.59530], [1.26337, -1.16086, -0.40750], [0.87870, -2.52589, 0.15451], [0.13065, -3.39900, -0.85540], [-1.13965, -2.72473, -1.26928], [-2.12951, -2.19954, -1.59182], [0.38330, -0.57276, -0.67869], [1.81857, -0.58692, 0.33756], [1.89408, -1.26602, -1.29522], [0.26118, -2.38089, 1.04653], [1.78536, -3.04817, 0.47229], [-0.10879, -4.36615, -0.41016], [0.74707, -3.57626, -1.74070], [5.05672, -4.81013, 1.63269], [4.67471, -6.17329, 2.20067], [3.92598, -7.04886, 1.19287], [2.65607, -6.37618, 0.77748], [1.66678, -5.85064, 0.45562], [4.17470, -4.22542, 1.36102], [5.61256, -4.23250, 2.37409], [5.68532, -4.91733, 0.74424], [4.05865, -6.02648, 3.09273], [5.58212, -6.69379, 2.51893], [3.68586, -8.01664, 1.63900], [4.54183, -7.22714, 0.30721], [-10.38424, -5.17472, 3.22258], [-8.89508, -5.49385, 3.29932], [-8.05654, -4.30935, 3.78549], [-8.21147, -3.15530, 2.83978], [-8.34750, -2.25635, 2.10638], [-10.58852, -4.37838, 2.50329], [-10.94498, -6.05483, 2.90004], [-10.76958, -4.86479, 4.19813], [-8.54892, -5.81141, 2.31128], [-8.74645, -6.33779, 3.97869], [-7.00235, -4.59094, 3.83589], [-8.37260, -3.99924, 4.78441], [2.45268, -6.70019, -5.14208], [2.68278, -7.40531, -3.80956], [2.76355, -6.43508, -2.62844], [3.90530, -5.48788, -2.82390], [4.79710, -4.75225, -2.97612], [3.27921, -6.03075, -5.39117], [2.37274, -7.43124, -5.94974], [1.52950, -6.11439, -5.12129], [3.60578, -7.98991, -3.87222], [1.86618, -8.11131, -3.63474], [2.91477, -6.98575, -1.69954], [1.83664, -5.86426, -2.53606], [1.52159, 11.24332, -4.53277], [0.53762, 10.56286, -3.58627], [1.05492, 9.22770, -3.04552], [1.29845, 8.28201, -4.17952], [1.48832, 7.54973, -5.06728], [1.70646, 10.63844, -5.42361], [1.12335, 12.20393, -4.86966], [2.47904, 11.42746, -4.03667], [-0.40939, 10.40700, -4.11176], [0.33278, 11.23144, -2.74544], [0.32377, 8.78916, -2.36524], [1.98632, 9.37129, -2.49319]],
  "lowdin_charge": [-0.08, -0.27, -0.19, -0.17, -0.24, -0.25, -0.27, 0.36, -0.23, -0.30, -0.08, -0.02, -0.51, -0.08, -0.10, 0.08, 0.07, 0.07, 0.11, 0.12, 0.12, 0.13, 0.12, 0.08, 0.04, 0.06, -0.06, 0.03, 0.06, 0.11, 0.06, 0.07, 0.05, 0.05, 0.07, 0.06, -0.10, -0.28, -0.19, -0.22, 0.13, 0.07, 0.06, 0.06, 0.07, 0.11, 0.11, 0.09, -0.10, -0.27, -0.20, -0.20, 0.16, 0.07, 0.07, 0.08, 0.11, 0.08, 0.07, 0.11, -0.10, -0.27, -0.18, -0.19, 0.19, 0.06, 0.08, 0.08, 0.11, 0.11, 0.12, 0.11, -0.11, -0.27, -0.18, -0.22, 0.15, 0.07, 0.07, 0.08, 0.11, 0.11, 0.10, 0.12, -0.11, -0.27, -0.20, -0.22, 0.14, 0.07, 0.07, 0.08, 0.11, 0.11, 0.08, 0.11, -0.12, -0.27, -0.19, -0.22, 0.13, 0.07, 0.06, 0.07, 0.11, 0.11, 0.08, 0.12]
}